# 1
The following is a quantum chemistry calculation of a structure of composition C3H5LiMnO3, from the OMol25 dataset.

The geometry in XYZ format:
```
13
C3H5LiMnO3, DFT ωB97M-V/def2-TZVPD
H 1.51741 -0.44207 2.87630
O -0.01028 -1.19486 -1.06185
C -0.79279 -0.02584 -1.04445
C -0.21428 1.04991 -0.16312
O -0.56543 0.73648 1.26202
C 0.21773 0.23151 2.06243
O 1.46245 0.11050 1.97193
Mn -0.56739 -2.77209 -0.36083
Li 1.44539 -1.04406 -2.20288
H -1.83046 -0.22404 -0.73306
H -0.85761 0.42764 -2.04985
H -0.68281 2.02165 -0.34319
H 0.87808 1.12528 -0.21345
```

Summary:
Kohn-Sham gap (spin up / spin down)   8.9 / 9.4 eV
Charge   +3
Spin multiplicity   7

Mulliken atomic charges, in units of e:
1. H 0.5218
2. O -0.8511
3. C -0.2393
4. C -0.3519
5. O -0.1554
6. C 0.4961
7. O -0.2379
8. Mn 1.4918
9. Li 0.9174
10. H 0.3287
11. H 0.3714
12. H 0.3624
13. H 0.3460

***

# 2
The following is a quantum chemistry calculation of a structure of composition C3H5LiO3Yb, from the OMol25 dataset.

The geometry in XYZ format:
```
13
C3H5LiO3Yb, DFT ωB97M-V/def2-TZVPD
O 0.54205 -0.19218 -1.24000
C 0.62935 0.02302 0.06034
C -0.68644 -0.86454 -1.56076
O 1.71114 0.11845 0.63786
O -0.43252 -0.44992 0.71311
C -1.37810 -1.02243 -0.20259
Yb 2.37253 4.22372 1.87823
H -0.43496 -1.82203 -2.02917
H -1.25110 -0.24232 -2.26261
H -1.54968 -2.06400 0.08620
H -2.30698 -0.44466 -0.12198
Li 1.60082 0.49846 2.49931
H 1.18390 2.23844 1.54207
```

Summary:
Kohn-Sham gap   3.2 eV
Charge   0
Energy relative to the best compared isomer or geometry (same formula, charge and spin)   215.5 kJ/mol
Spin multiplicity   1

Mulliken atomic charges, in units of e:
1. O -0.2881
2. C 0.6371
3. C -0.2356
4. O -0.5503
5. O -0.2919
6. C -0.2330
7. Yb -0.2132
8. H 0.2412
9. H 0.2677
10. H 0.2421
11. H 0.2611
12. Li 0.6478
13. H -0.4849

***

# 3
The following is a quantum chemistry calculation of a structure of composition C3H5MgO3Pm, from the OMol25 dataset.

The geometry in XYZ format:
```
13
C3H5MgO3Pm, DFT ωB97M-V/def2-TZVPD
O -0.43618 2.28912 -0.20189
C -1.55652 1.59772 -0.09281
C -1.58025 0.25107 -0.08983
O -0.34389 -0.37984 -0.27098
C -0.17439 -1.64719 0.35022
Mg 1.11321 1.12082 -0.37524
H -2.50739 2.14283 -0.02324
H -2.44676 -0.39282 0.04588
H -0.36949 -2.43654 -0.38835
H -0.84893 -1.75118 1.21201
Pm 5.38312 0.29590 -0.70177
O 2.87706 0.64774 -0.14346
H 0.89040 -1.73763 0.67945
```

Summary:
Kohn-Sham gap (spin up / spin down)   4.1 / 4.2 eV
Charge   +1
Energy relative to the best compared isomer or geometry (same formula, charge and spin)   0.0 kJ/mol
Spin multiplicity   6

Mulliken atomic charges, in units of e:
1. O -0.6290
2. C 0.0217
3. C -0.3125
4. O -0.4940
5. C -0.6351
6. Mg 0.7503
7. H 0.3297
8. H 0.3993
9. H 0.2839
10. H 0.3769
11. Pm 1.5292
12. O -0.8107
13. H 0.1902

***

# 4
The following is a quantum chemistry calculation of an isolated molecule of C3H5N, from the OMol25 dataset.

The geometry in XYZ format:
```
9
C3H5N, DFT ωB97M-V/def2-TZVPD
C 0.25153 0.03702 1.09564
C 0.15127 0.48915 -0.42289
C -0.66378 -0.40665 -1.26762
N 0.54442 -0.67006 -1.38080
H 0.72627 0.96377 1.68156
H 0.96074 -0.90492 1.12481
H -0.77010 -0.21905 1.48975
H 0.40332 1.43438 -0.83380
H -1.60368 -0.72364 -1.48666
```

Summary:
Kohn-Sham gap   10.9 eV
Charge   0
Energy relative to the best compared isomer or geometry (same formula, charge and spin)   244.7 kJ/mol
Spin multiplicity   1
SMILES   C[C@@H]1C=N1

Mulliken atomic charges, in units of e:
1. C -0.9036
2. C 0.0148
3. C -0.1780
4. N -0.4719
5. H 0.2125
6. H 0.2827
7. H 0.2724
8. H 0.4139
9. H 0.3573

***

# 5
The following is a quantum chemistry calculation of the ion C3H5N2 with charge +1, from the OMol25 dataset.

The geometry in XYZ format:
```
10
C3H5N2, DFT ωB97M-V/def2-TZVPD
H 2.14689 -1.46717 0.14898
N 1.27120 -1.03205 0.03178
C 1.36317 0.20988 0.09313
N 0.02476 0.70427 -0.10262
C -0.89305 -0.18838 -0.06804
C -1.99263 -0.79350 0.14808
H 2.09577 1.00797 0.00946
H -0.32991 1.45588 -0.64326
H -2.19860 -0.75917 -0.94022
H -2.33586 -1.35144 1.01631
```

Summary:
Kohn-Sham gap   10.3 eV
Charge   +1
Energy relative to the best compared isomer or geometry (same formula, charge and spin)   462.0 kJ/mol
Spin multiplicity   1
SMILES   [H]/N=C/[NH+]=C=C

Mulliken atomic charges, in units of e:
1. H 0.2500
2. N -0.4430
3. C 0.0379
4. N -0.0890
5. C 0.4966
6. C -0.5523
7. H 0.3661
8. H 0.3115
9. H 0.2876
10. H 0.3347

***

# 6
The following is a quantum chemistry calculation of a structure of composition C3H5N2, from the OMol25 dataset.

The geometry in XYZ format:
```
10
C3H5N2, DFT ωB97M-V/def2-TZVPD
C -1.15461 -0.70874 -0.13473
C 0.24518 -0.64467 0.35984
C -0.16111 0.90875 0.43064
N -1.46189 0.53120 -0.16247
N 0.85003 0.31215 -0.47524
H -1.70248 -1.59875 -0.49930
H 0.89564 -1.26137 0.97782
H 0.00837 1.69710 1.17993
H 1.74295 0.43308 -0.19561
H 0.73794 0.33125 -1.48088
```

Summary:
Kohn-Sham gap   10.7 eV
Charge   +1
Energy relative to the best compared isomer or geometry (same formula, charge and spin)   458.3 kJ/mol
Spin multiplicity   1

Mulliken atomic charges, in units of e:
1. C -0.1649
2. C -0.0221
3. C -0.0115
4. N -0.4076
5. N -0.0949
6. H 0.3601
7. H 0.4088
8. H 0.3736
9. H 0.2692
10. H 0.2893